{
  "formula": "C5H17IN2Ti",
  "method": "ωB97M-V/def2-TZVPD",
  "symbols": ["C", "C", "H", "H", "H", "H", "H", "H", "Ti", "C", "H", "H", "H", "I", "N", "C", "C", "N", "H", "H", "H", "H", "H", "H", "H", "H"],
  "coordinates": [[1.199, -0.966, -2.164], [0.691, 0.468, -2.453], [2.226, -0.985, -1.782], [1.204, -1.525, -3.111], [0.522, -1.663, -1.561], [1.295, 1.279, -2.023], [0.715, 0.627, -3.536], [-0.430, 0.671, -2.311], [-0.470, -0.118, -0.569], [-0.534, 2.010, -0.322], [0.416, 2.444, -0.681], [-0.775, 2.387, 0.683], [-1.322, 2.346, -1.018], [-2.071, -2.027, -1.347], [1.008, -0.477, 0.864], [0.452, -0.995, 2.165], [-0.761, -0.162, 2.523], [-1.650, -0.017, 1.305], [1.784, -1.046, 0.510], [1.418, 0.460, 1.020], [0.251, -2.067, 2.035], [1.229, -0.890, 2.936], [-1.376, -0.653, 3.289], [-0.473, 0.841, 2.902], [-2.337, -0.786, 1.287], [-2.213, 0.844, 1.360]],
  "forces_ev_per_a": [[-0.27, -0.58, -0.49], [0.19, 0.25, -1.50], [-0.27, 0.12, 0.05], [0.05, 0.11, 0.25], [0.76, 0.77, -0.26], [-0.32, -0.53, -0.05], [0.12, -0.07, 0.08], [1.28, -0.18, -0.15], [-1.22, 0.22, 0.35], [0.12, 0.64, 0.16], [-0.38, 0.31, 0.33], [0.13, 0.30, -0.16], [0.07, 0.25, 0.17], [-1.31, -1.18, -0.51], [1.51, 0.36, 1.14], [1.04, 0.21, -0.47], [-1.28, 0.14, -0.40], [-0.52, -0.37, 1.11], [-0.35, 0.01, 0.47], [-0.25, -0.53, 0.06], [-0.24, 0.37, -0.02], [-0.30, -0.15, 0.05], [0.54, 0.13, 0.16], [-0.10, -0.54, -0.40], [0.46, 0.36, 0.06], [0.55, -0.44, -0.03]],
  "lowdin_spin": [0.0285, 0.0516, 0.0024, 0.0031, 0.0108, 0.0091, 0.0034, 0.0076, 1.6715, 0.0097, 0.0027, 0.0051, 0.0037, 0.0585, 0.0588, 0.0159, 0.0071, 0.0195, 0.0066, 0.0123, 0.0025, 0.0007, 0.0003, 0.0007, 0.0062, 0.0018],
  "s_squared": 2.005,
  "energy_ha": -1457.3253,
  "gap_ha": [0.206, 0.287],
  "multiplicity": 3,
  "relative_energy_kj_mol": 0.0,
  "e_lumo_ha": [0.0078, 0.0047]
}